15
Properties=species:S:1:pos:R:3:lowdin_charge:R:1 method="wB97M-V/def2-TZVPD" orbital_gap_ha=0.3587 charge=0 relative_energy_kcal_mol=33.05 energy_ev=-17628.7718 homo_energy_ev=-9.27 smiles="NC=O.CCS"
S 0.34 1.57 2.72 0.585
H -0.24 -0.27 1.08 0.064
H 1.95 0.12 -0.34 0.063
H 0.23 -1.88 -2.54 0.104
H 0.02 2.82 2.07 -0.112
H 1.43 1.72 0.23 0.039
H -2.06 -0.04 -2.75 0.137
H 2.72 0.96 1.15 0.075
H 1.20 -0.55 2.13 0.055
O -1.61 -2.68 -2.62 -0.059
C 1.81 0.75 0.56 -0.214
C -0.81 -1.67 -2.59 -0.378
C 0.70 0.18 1.48 -0.557
N -1.07 -0.35 -2.59 0.106
H -0.54 0.35 -2.09 0.091